{"formula": "C4H13NO2", "method": "the ωB97M-V functional and the def2-TZVPD basis", "homo_ev": -9.33, "e_above_lowest_kj_mol": 166.2, "total_energy_ha": -365.37918, "total_charge": 0, "species": ["C", "C", "O", "C", "C", "N", "H", "H", "H", "H", "H", "H", "H", "H", "H", "H", "H", "O", "H", "H"], "xyz": [[-0.8646, 1.8902, -0.6990], [0.2243, 1.1138, 0.1382], [1.4645, 1.6236, -0.2384], [0.1495, -0.4631, -0.0472], [1.2414, -0.9426, 0.8133], [0.9668, -0.5619, 2.2267], [-0.7898, 1.6652, -1.7811], [-0.7533, 2.9190, -0.4412], [-1.8526, 1.7699, -0.3075], [0.2292, 1.3954, 1.1752], [1.6284, 1.1345, -1.0010], [-0.8287, -0.8785, 0.1822], [0.1837, -0.7165, -1.0702], [1.3438, -2.1260, 0.6708], [2.2431, -0.6667, 0.4559], [1.6581, 0.0539, 2.6128], [0.8204, -1.3360, 2.8385], [-2.1610, -2.2038, -2.0738], [-2.8737, -2.5132, -1.4353], [-2.0293, -1.1573, -2.0190]], "forces_ev_per_a": [[0.863, -0.929, 1.021], [-2.404, 0.025, -1.082], [0.631, 0.680, 0.933], [-0.652, 2.892, 0.771], [1.141, -4.225, 0.814], [0.156, -0.061, -1.064], [-0.086, 0.314, 0.601], [0.704, 1.046, -0.572], [-0.906, -0.996, -0.038], [-1.054, -0.266, 0.499], [1.282, -0.837, -2.420], [-0.107, 0.217, 0.855], [0.913, -0.201, -1.553], [-0.440, 2.156, 0.722], [-0.394, 0.575, 0.287], [0.279, 0.044, 0.060], [0.104, -0.453, 0.176], [-0.474, 2.452, 0.917], [1.364, 1.205, -1.132], [-0.920, -3.636, 0.206]]}